Entry from the OMol25 dataset: a cluster of 2 separate species, C3H7O3 in total in a non-equilibrium geometry (ωB97M-V with the def2-TZVPD basis set).

Calculated values
* energy relative to the best compared isomer or geometry (same formula, charge and spin): 64.0 kJ/mol
* orbital gap (alpha / beta): 0.4374 / 0.2752 Ha
* LUMO energy (alpha / beta): 0.80 / -3.42 eV
* multiplicity: 2
* calculated total energy: -344.14753 a.u.

Last column: Mulliken spin population.
Element x y z (Å)
H1 -0.17554 -1.34771 -3.16597  0.00
C1 0.58520 0.85717 -0.42786  -0.02
O1 0.48355 1.10977 -1.60478  0.06
H2 -0.66569 0.80749 2.66970  0.00
O2 1.68148 0.91369 0.23751  0.91
H3 -1.52357 0.98506 0.49844  0.00
H4 0.86702 -0.87628 -2.15982  0.00
H5 -0.73955 -0.87360 2.11414  0.00
H6 0.77615 0.01336 2.10911  0.00
O3 0.45509 -1.67137 -2.52279  0.00
H7 -0.86917 -0.44522 -0.14446  0.00
C2 -0.59131 0.42225 0.46311  0.05
C3 -0.28365 0.10539 1.93368  0.01